33
Properties=species:S:1:pos:R:3:forces:R:3:nbo_charge:R:1 method="wB97M-V/def2-TZVPD" relative_energy_kcal_mol=18.2 smiles="COc1ccc(CC(=O)c2ccc(O)cc2O)cc1" charge=0 e_tot_ev=-23972.241 homo_energy_ev=-8.48
C -3.52013 -0.60516 1.62577 -0.075 0.009 0.103 -0.3793
C -2.22425 -1.04760 1.88811 0.059 0.057 -0.352 0.4066
C 1.04669 -1.77366 -0.02326 0.207 -0.099 0.099 -0.5248
H 0.35826 0.85869 0.58023 -0.067 0.046 0.057 0.2188
H -5.68805 0.19570 0.86518 0.116 -0.022 -0.089 0.4847
H 0.57120 -2.29547 -0.85780 -0.018 -0.029 0.037 0.2286
O -5.15426 0.16971 0.06074 -0.144 0.056 -0.061 -0.6501
H 3.09636 -1.48461 -1.70936 0.047 -0.103 -0.025 0.2079
H -0.96740 -1.63940 3.16469 -0.192 0.087 -0.152 0.5151
C 3.32563 0.62540 -1.86132 0.187 0.234 -0.154 -0.2587
C -1.71320 -0.79772 -0.46335 -0.152 -0.027 0.224 -0.1225
C -3.90701 -0.26335 0.34323 0.459 -0.191 0.288 0.3681
C -1.29081 -1.15492 0.82682 -0.181 -0.039 0.357 -0.2692
H 5.35001 2.56134 -2.23916 -0.036 0.008 -0.028 0.1760
C 1.64432 -0.47238 -0.51060 0.063 -0.071 -0.060 -0.0465
C 0.06187 -1.61932 1.11382 0.025 -0.143 -0.216 0.5921
H 1.86011 -2.40430 0.34770 -0.183 -0.006 -0.007 0.2449
C 2.71857 -0.52422 -1.38810 -0.186 0.025 0.118 -0.1924
H 1.42334 2.89928 -0.26586 -0.039 0.129 0.048 0.2250
C 2.85844 1.87074 -1.45648 -0.157 -0.031 0.121 0.2872
O -1.91791 -1.35300 3.14779 0.128 -0.063 0.127 -0.6620
O 0.41975 -1.90572 2.25498 0.025 0.021 0.064 -0.6011
H 4.27150 2.60135 -3.66377 0.014 0.005 0.041 0.1746
H -4.20938 -0.53495 2.45514 -0.083 0.007 0.091 0.2206
C 4.49599 3.06902 -2.69948 0.180 -0.004 -0.138 -0.2519
C 1.77867 1.92985 -0.57659 0.183 0.146 -0.136 -0.2455
O 3.37578 3.06833 -1.84931 -0.270 -0.078 0.203 -0.4910
H -1.01658 -0.85038 -1.28409 0.094 -0.015 -0.102 0.2206
C 1.18472 0.77597 -0.10872 0.128 0.018 -0.059 -0.1955
C -2.98819 -0.36056 -0.70982 -0.216 0.098 -0.178 -0.3219
H 4.74440 4.11724 -2.85847 0.024 -0.094 -0.023 0.2011
H 4.16041 0.53451 -2.53842 0.073 0.035 -0.060 0.2123
H -3.30774 -0.08485 -1.70107 -0.012 0.032 -0.138 0.2284